No. 1
Computed, not measured: an isolated molecule of C16H13ClN2O2S2 at a distorted geometry, with ωB97M-V/def2-TZVPD.

CARTESIAN COORDINATES (ANGSTROEM)
C1 -5.3401 1.4589 2.5983
C2 -4.6297 2.7955 2.5002
H1 -5.1969 3.5076 1.8912
H2 -4.4748 3.2410 3.4887
O1 -3.3555 2.5760 1.8877
C3 -2.5974 3.6663 1.7309
O2 -2.9252 4.7783 2.0665
N1 -1.3817 3.4375 1.1461
C4 -0.7477 2.2906 0.6724
C5 -1.3264 1.0276 0.7019
C6 -0.5977 -0.0358 0.2034
C7 0.7004 0.1242 -0.3280
C8 1.2655 1.3954 -0.3520
C9 0.5430 2.4557 0.1432
H3 0.9764 3.4451 0.1268
H4 2.2551 1.5288 -0.7575
N2 1.2836 -1.0241 -0.7757
C10 0.5182 -2.0361 -0.6202
S1 0.8772 -3.6678 -1.0797
C11 2.5391 -3.5124 -1.7070
C12 3.5236 -2.8577 -0.9833
C13 4.8066 -2.7826 -1.4913
C14 5.0993 -3.3806 -2.7082
C15 4.1210 -4.0538 -3.4240
C16 2.8352 -4.1166 -2.9198
H5 2.0609 -4.6332 -3.4654
H6 4.3618 -4.5186 -4.3669
Cl1 6.7042 -3.2907 -3.3368
H7 5.5795 -2.2687 -0.9421
H8 3.2899 -2.3997 -0.0364
S2 -1.0652 -1.7113 0.1161
H9 -2.3128 0.8747 1.1002
H10 -0.8444 4.2905 1.0523
H11 -5.4769 1.0325 1.6080
H12 -4.7559 0.7661 3.1983
H13 -6.3121 1.5975 3.0621

Cartesian forces, eV/Å:
0.371 0.279 -0.121
-0.485 0.192 0.252
0.111 -0.081 0.122
-0.026 -0.031 -0.180
0.291 -0.233 -0.170
0.058 0.232 0.016
-0.202 0.173 0.119
0.187 0.384 -0.023
0.007 -0.559 -0.095
-0.111 0.055 0.051
0.487 0.017 -0.209
-0.930 0.432 0.485
-0.135 -0.141 0.034
-0.068 0.028 0.036
0.046 0.123 0.002
0.124 0.046 -0.049
0.480 -0.535 -0.340
-0.393 0.353 0.106
0.221 -0.515 -0.103
-0.363 -0.034 0.123
0.136 -0.087 -0.044
0.040 -0.033 -0.028
-0.317 -0.052 0.041
0.216 0.015 0.019
-0.070 0.099 0.149
-0.075 -0.015 -0.096
0.053 -0.031 -0.077
0.216 0.017 -0.087
0.094 0.037 0.025
0.009 0.015 0.046
0.495 0.132 -0.164
-0.042 0.033 0.024
-0.257 -0.137 0.091
-0.069 -0.074 -0.079
0.002 -0.100 0.080
-0.099 -0.004 0.044

- highest occupied orbital energy (eV) = -7.942
- 2S+1 = 1
- HOMO-LUMO gap (eV) = 8.509
- net charge = 0
- E_LUMO (Ha) = 0.0208
- SMILES string = CCOC(=O)Nc1ccc2nc(Sc3ccc(Cl)cc3)sc2c1


No. 2
Computed, not measured: a structure of composition C36H30BaGeNS4, with ωB97M-V/def2-TZVPD.

CARTESIAN COORDINATES (ANGSTROEM)
Ba1 0.5285 1.4721 -1.1720
S1 -2.2610 2.2197 -2.0154
C1 -3.3327 0.9135 -2.4347
C2 -4.6267 1.2258 -2.8944
C3 -5.5443 0.2483 -3.2212
C4 -5.2217 -1.1016 -3.1029
C5 -3.9611 -1.4413 -2.6522
C6 -3.0254 -0.4560 -2.3356
S2 -1.4430 -1.0052 -1.7512
C7 -0.6622 -1.4730 -3.3321
C8 0.7302 -1.9663 -3.0702
C9 1.1768 -3.1781 -3.5814
C10 2.4855 -3.5610 -3.3446
C11 3.3099 -2.7277 -2.6075
C12 2.7870 -1.5398 -2.1159
C13 3.6233 -0.5961 -1.2968
S3 3.5861 1.0573 -2.0689
C14 3.7516 2.0868 -0.6231
C15 4.5491 1.6967 0.4541
C16 4.6878 2.5121 1.5622
C17 4.0128 3.7299 1.5980
C18 3.2274 4.1191 0.5313
C19 3.0879 3.3296 -0.6258
S4 2.1341 3.8922 -1.9761
N1 1.5208 -1.1745 -2.3381
H1 -4.8888 2.2717 -2.9837
H2 -6.5284 0.5389 -3.5690
H3 -5.9431 -1.8688 -3.3507
H4 -3.6827 -2.4817 -2.5274
H5 -0.6419 -0.6028 -3.9928
H6 -1.2623 -2.2467 -3.8078
H7 0.5080 -3.7996 -4.1606
H8 2.8620 -4.4967 -3.7371
H9 4.3414 -2.9878 -2.4135
H10 4.6388 -0.9767 -1.1968
H11 3.1931 -0.5020 -0.2935
H12 5.0914 0.7602 0.4159
H13 5.3197 2.2038 2.3849
H14 4.1099 4.3803 2.4590
H15 2.7066 5.0682 0.5503
C20 2.5569 0.2594 3.3408
Ge1 1.1371 -0.0974 2.0408
C21 0.4377 -1.9062 2.2976
C22 0.5452 -2.8317 1.2595
C23 0.0639 -4.1252 1.4072
C24 -0.5331 -4.5088 2.5991
C25 -0.6469 -3.5981 3.6406
C26 -0.1640 -2.3061 3.4906
C27 -0.1571 1.3868 1.9935
C28 0.3574 2.6367 2.2716
C29 -0.4590 3.7847 2.2740
C30 -1.7911 3.6728 2.0000
C31 -2.3671 2.4196 1.6844
C32 -3.7326 2.3104 1.3321
C33 -4.2667 1.1097 0.9652
C34 -3.4571 -0.0428 0.9404
C35 -2.1343 0.0302 1.2780
C36 -1.5468 1.2623 1.6594
H16 2.1407 0.1455 4.3446
H17 2.9670 1.2595 3.2324
H18 3.3584 -0.4663 3.2112
H19 0.9946 -2.5382 0.3161
H20 0.1483 -4.8318 0.5911
H21 -0.9134 -5.5153 2.7173
H22 -1.1168 -3.8942 4.5698
H23 -0.2705 -1.6037 4.3101
H24 1.4139 2.7555 2.4862
H25 -0.0201 4.7502 2.4887
H26 -2.4262 4.5504 1.9943
H27 -4.3398 3.2072 1.3334
H28 -5.3060 1.0396 0.6724
H29 -3.8841 -0.9902 0.6366
H30 -1.5325 -0.8674 1.2582

Cartesian forces, eV/Å:
-0.096 0.148 0.011
0.084 0.063 -0.124
0.002 -0.054 0.003
-0.018 -0.067 0.018
-0.008 0.030 0.004
0.008 -0.023 -0.003
-0.004 0.013 0.017
-0.034 0.038 0.035
-0.040 -0.174 -0.058
-0.075 -0.012 0.027
0.071 0.041 0.040
0.016 -0.025 -0.004
-0.029 -0.003 -0.010
-0.018 0.028 0.011
0.027 -0.040 -0.022
0.024 0.021 0.002
0.043 0.032 0.059
0.023 -0.104 0.071
0.057 0.001 0.029
-0.005 -0.016 -0.019
-0.007 -0.007 -0.027
0.040 0.021 0.048
-0.096 0.082 -0.016
0.028 0.040 -0.073
-0.084 0.052 0.005
0.003 0.005 -0.002
0.004 0.001 -0.002
0.005 -0.003 0.004
-0.018 -0.004 -0.008
0.004 0.029 0.032
0.016 0.006 -0.013
-0.003 0.005 -0.001
-0.001 0.001 -0.001
0.001 0.006 0.004
0.000 0.011 -0.011
-0.008 -0.023 -0.005
-0.004 -0.004 -0.004
0.002 0.001 -0.001
0.001 0.000 0.001
0.005 0.000 -0.003
-0.116 -0.008 0.032
-0.003 0.109 0.025
0.012 -0.018 -0.112
-0.021 0.002 -0.002
-0.024 -0.026 0.028
0.005 0.000 -0.014
-0.003 0.008 0.005
0.026 0.059 0.029
0.092 -0.227 0.133
0.073 -0.029 -0.067
0.022 0.040 -0.010
-0.030 0.015 -0.005
0.047 -0.030 -0.079
-0.022 -0.030 -0.001
-0.013 0.042 0.013
0.032 0.009 0.006
-0.105 -0.013 0.039
0.084 -0.028 -0.002
0.014 -0.001 -0.003
-0.002 0.009 -0.015
-0.003 -0.007 -0.009
0.010 -0.003 -0.007
0.007 0.011 -0.009
0.002 0.000 -0.004
0.001 0.007 0.003
0.002 -0.002 0.004
-0.010 -0.005 0.016
-0.001 0.001 0.001
-0.001 -0.001 -0.009
-0.002 0.000 -0.005
0.000 0.006 0.001
0.005 -0.002 0.005
0.004 -0.002 -0.001

- highest occupied orbital energy (spin up / spin down) (eV) = -6.933 / -6.936
- 2S+1 = 2
- relative energy (zero: lowest compared OMol25 entry of this formula, charge and spin) (kcal per mole) = 5.9
- HOMO-LUMO gap (spin up / spin down) (eV) = 6.911 / 5.378
- net charge = 0
- E_LUMO (spin up / spin down) (Ha) = -0.0008 / -0.0573


No. 3
Computed, not measured: an isolated molecule of C4H7N3O at a distorted geometry, with ωB97M-V/def2-TZVPD.

CARTESIAN COORDINATES (ANGSTROEM)
C1 -0.5458 1.6949 1.1227
N1 0.2441 -1.2204 -0.9608
C2 0.9564 -0.1752 -1.4497
C3 -0.2453 -0.7194 0.2400
C4 -0.0930 0.6597 0.1665
N2 -0.8277 -1.5339 1.1408
O1 1.7955 -0.2982 -2.4585
N3 0.6031 1.0007 -0.9681
H1 2.0220 0.6309 -2.6440
H2 0.4132 -2.1887 -1.1825
H3 -0.8175 -2.5468 1.0670
H4 -1.5136 -1.1908 1.8078
H5 -0.1464 2.6769 0.8532
H6 -0.2068 1.4571 2.1356
H7 -1.6383 1.7531 1.1302

Cartesian forces, eV/Å:
-0.274 -0.006 0.326
1.387 0.153 0.696
-1.658 2.021 -0.955
-0.512 2.196 -0.898
-0.579 -1.400 0.873
-1.332 -1.533 1.983
0.721 -0.026 -1.139
1.517 -1.867 -0.204
0.167 -0.385 -0.202
0.149 0.099 0.106
0.180 0.674 -0.170
0.384 0.025 -0.582
-0.056 -0.235 -0.027
-0.094 0.094 0.035
-0.001 0.190 0.158

- highest occupied orbital energy (eV) = -6.644
- 2S+1 = 1
- relative energy (zero: lowest compared OMol25 entry of this formula, charge and spin) (kcal per mole) = 18.5
- HOMO-LUMO gap (eV) = 7.384
- net charge = 0
- E_LUMO (Ha) = 0.0272
- SMILES string = Cc1nc(O)[nH]c1N


No. 4
Computed, not measured: a structure of composition C36H27CrF6N4O5, with ωB97M-V/def2-TZVPD.

CARTESIAN COORDINATES (ANGSTROEM)
Cr1 1.7506 0.5734 0.0688
C1 1.5261 3.0949 -1.8336
O1 1.7276 1.6736 -1.7238
C2 1.5206 0.9035 -2.8510
C3 1.1686 1.4127 -4.0868
C4 1.0243 0.5397 -5.1564
C5 1.2308 -0.8211 -4.9902
C6 1.5724 -1.3268 -3.7476
C7 1.7114 -0.4682 -2.6652
N1 2.0051 -0.8726 -1.3406
N2 2.2020 -2.1183 -1.1806
C8 2.4576 -2.6495 0.0251
C9 2.6607 -1.8894 1.2093
O2 2.5922 -0.6076 1.2608
C10 3.0238 -2.5730 2.4099
C11 3.1390 -3.9163 2.4388
C12 2.9166 -4.7237 1.2773
C13 3.0311 -6.1234 1.3348
C14 2.8154 -6.8908 0.2181
C15 2.4758 -6.2682 -0.9888
C16 2.3568 -4.9007 -1.0662
C17 2.5773 -4.0966 0.0647
H1 0.4839 3.2969 -2.0614
H2 2.1929 3.4928 -2.5974
H3 1.7799 3.5000 -0.8611
H4 0.9976 2.4694 -4.2248
H5 0.7464 0.9329 -6.1251
H6 1.1170 -1.4934 -5.8297
H7 1.7236 -2.3853 -3.5964
H8 3.1720 -1.9564 3.2860
H9 3.3995 -4.4175 3.3639
H10 3.2912 -6.5864 2.2794
H11 2.9027 -7.9680 0.2679
H12 2.3015 -6.8696 -1.8720
H13 2.0875 -4.4319 -2.0013
C18 3.1288 3.9826 2.1698
C19 2.0687 2.8859 2.1287
O3 2.1981 2.1280 0.9935
C20 0.6661 3.5352 2.1305
F1 0.5637 4.4061 1.1092
F2 0.4160 4.2150 3.2587
F3 -0.3086 2.6359 1.9737
C21 2.2357 1.9764 3.3696
F4 3.4145 1.3438 3.3136
F5 1.2729 1.0503 3.4432
F6 2.2176 2.6695 4.5220
H14 3.0541 4.5733 1.2598
H15 4.1097 3.5126 2.2059
H16 3.0044 4.6311 3.0353
O4 -0.0504 -1.6625 1.8522
C22 -0.6693 -0.8187 1.2439
N3 -2.0180 -0.6175 1.3133
C23 -2.4978 0.3887 0.3968
C24 -1.1462 0.8550 -0.1945
O5 -1.0219 1.7573 -1.0012
N4 -0.1427 0.1031 0.3258
C25 -3.1758 1.5684 1.0966
C26 -3.3377 1.5869 2.4752
C27 -3.9447 2.6702 3.0978
C28 -4.3862 3.7482 2.3497
C29 -4.2210 3.7364 0.9706
C30 -3.6250 2.6528 0.3474
C31 -3.4194 -0.2023 -0.6750
C32 -4.3429 -1.1782 -0.3114
C33 -5.2218 -1.7084 -1.2426
C34 -5.1917 -1.2688 -2.5580
C35 -4.2759 -0.2972 -2.9284
C36 -3.3967 0.2359 -1.9952
H17 -2.5851 -1.2502 1.8469
H18 -2.9653 0.7698 3.0776
H19 -4.0608 2.6700 4.1742
H20 -4.8525 4.5956 2.8354
H21 -4.5585 4.5760 0.3763
H22 -3.4960 2.6550 -0.7261
H23 -4.3948 -1.5333 0.7106
H24 -5.9319 -2.4659 -0.9368
H25 -5.8759 -1.6822 -3.2876
H26 -4.2384 0.0503 -3.9531
H27 -2.6784 0.9848 -2.2989

Cartesian forces, eV/Å:
0.240 -0.310 -0.023
0.023 0.118 0.031
-0.003 0.060 0.037
0.005 -0.197 -0.017
-0.006 0.065 0.055
-0.006 -0.032 -0.027
0.002 0.018 -0.037
-0.004 0.007 0.091
-0.030 0.084 -0.176
-0.083 0.104 0.284
-0.001 -0.027 -0.038
0.007 0.116 -0.007
-0.006 -0.118 -0.080
-0.035 0.110 -0.036
0.029 0.051 0.106
0.001 0.043 0.002
-0.030 -0.027 -0.109
-0.002 0.011 0.011
0.002 -0.025 0.026
-0.003 0.031 -0.014
0.002 -0.008 -0.009
0.029 -0.115 0.023
-0.041 -0.030 -0.011
0.021 -0.045 -0.013
-0.015 -0.047 -0.021
0.007 0.003 0.014
0.001 0.004 0.006
-0.001 0.000 0.005
-0.002 -0.001 0.013
0.005 -0.025 0.010
-0.003 0.012 0.010
0.000 0.002 -0.003
0.003 0.004 0.004
-0.001 0.002 0.001
0.001 0.008 0.005
0.025 -0.035 0.022
0.017 -0.151 0.079
-0.117 0.166 -0.248
-0.017 -0.053 0.004
0.021 0.024 -0.023
-0.007 0.047 0.005
-0.045 0.012 0.038
-0.066 0.054 -0.001
0.005 -0.012 0.000
0.047 -0.066 0.012
-0.008 0.016 0.016
0.009 0.011 0.002
0.001 0.019 -0.004
0.005 0.001 -0.004
0.012 0.000 0.030
-0.028 -0.108 -0.119
0.082 0.059 0.057
-0.050 0.009 0.019
-0.076 0.008 -0.109
0.029 0.020 0.042
0.067 0.165 0.134
-0.023 -0.018 0.036
0.033 0.020 -0.013
-0.001 0.001 0.026
0.001 0.006 -0.012
0.007 -0.013 0.003
-0.023 -0.013 -0.014
0.011 0.023 -0.072
-0.025 0.024 0.007
0.005 0.000 0.027
0.010 0.013 -0.013
-0.018 -0.021 -0.003
0.054 -0.039 -0.001
-0.028 -0.013 -0.044
0.004 -0.016 -0.009
0.002 0.004 -0.006
-0.002 -0.004 0.001
0.003 -0.001 0.001
-0.002 -0.009 0.002
0.000 0.016 0.007
0.000 0.000 -0.003
0.000 -0.001 0.004
0.000 0.000 0.001
-0.019 0.007 0.008

- highest occupied orbital energy (spin up / spin down) (eV) = -7.914 / -8.029
- 2S+1 = 4
- relative energy (zero: lowest compared OMol25 entry of this formula, charge and spin) (kcal per mole) = 0.0
- HOMO-LUMO gap (spin up / spin down) (eV) = 6.900 / 6.832
- net charge = 0
- E_LUMO (spin up / spin down) (Ha) = -0.0373 / -0.0440